No. 1
The following is a quantum chemistry calculation of the ion C4H10NO2S with charge +1 at a distorted geometry, from OMol25.

Its SMILES is C=[NH+]C[C@@H](O)[C@@H](O)S. The value obtained for the orbital gap is 7.36 eV. Its net charge is +1. The relative energy (zero: lowest compared OMol25 entry of this formula, charge and spin) comes out at 82.1 kcal per mole.

Last column: natural (NBO) charge in e.
Atoms and positions in Å:
S -2.79 -1.12 -0.32  -0.09
O -2.34 1.34 1.05  -0.68
O -0.71 -0.21 -1.88  -0.70
N 1.32 -0.47 0.27  -0.36
C 0.66 0.78 -0.01  -0.28
C 1.73 -1.03 1.41  0.14
C -1.77 0.29 0.45  0.04
C -0.68 0.63 -0.78  0.06
H -1.06 1.69 -1.09  0.22
H -1.46 -0.74 -1.56  0.46
H 1.30 1.29 -0.71  0.26
H -4.06 -0.87 -0.32  0.18
H 0.46 1.23 1.04  0.25
H -2.79 1.02 1.85  0.50
H 1.38 -1.09 -0.51  0.44
H 2.01 -0.40 2.15  0.21
H 2.09 -2.01 1.38  0.23
H -1.11 -0.30 1.30  0.13

No. 2
The following is a quantum chemistry calculation of a structure of composition C34H40N2O5P3Ta, from OMol25.

The value obtained for the orbital gap is 9.12 eV. Its net charge is +2.

Last column: Löwdin charge in e.
Atoms and positions in Å:
Ta -0.95 0.65 0.75  1.54
P -1.49 0.80 -1.86  0.84
P 1.78 -1.36 0.00  0.88
P -1.04 3.20 0.04  0.85
O -1.84 -1.47 0.58  -0.19
O -0.16 1.76 2.19  -0.30
O -4.98 0.72 1.65  0.17
O 0.22 2.40 4.29  0.17
O -2.93 0.94 0.77  -0.28
N -1.79 -0.12 2.86  -0.21
N 0.60 -0.34 0.38  -0.36
C 3.83 1.14 -2.41  -0.06
C -3.13 2.50 -3.36  -0.06
C -0.19 1.58 3.52  -0.55
C 3.84 -1.01 -3.50  -0.05
C -3.80 0.77 1.78  -0.55
C 0.75 -5.31 -0.01  -0.04
C 4.20 0.33 -3.48  -0.04
C 1.10 -2.97 -0.44  -0.31
C -2.32 2.36 -2.25  -0.37
C 3.08 0.62 -1.37  -0.10
C -0.15 -5.38 -1.07  -0.04
C 4.29 -1.68 1.11  -0.05
C -2.05 3.46 -1.43  -0.37
C 0.56 4.01 -0.20  -0.20
C 2.70 -0.72 -1.40  -0.34
C 4.70 -1.99 3.45  -0.04
C -3.42 4.84 -2.85  -0.03
C -0.08 0.75 -2.99  -0.21
C -2.17 -1.57 2.90  -0.10
C 3.09 -1.54 -2.46  -0.07
C -2.60 4.70 -1.74  -0.06
C 5.17 -1.89 2.16  -0.04
C -2.63 -0.51 -2.39  -0.21
C -3.69 3.74 -3.66  -0.03
C 2.45 -1.69 2.67  -0.09
C -1.53 -2.28 1.73  -0.16
C -0.80 0.24 3.89  -0.06
C 0.22 -3.05 -1.53  -0.12
C 2.92 -1.58 1.36  -0.30
C 1.37 -4.11 0.31  -0.05
C -0.41 -4.24 -1.83  -0.05
C -1.86 4.12 1.37  -0.20
C 3.34 -1.89 3.71  -0.05
C -3.02 0.69 3.09  -0.06
H -1.50 -1.93 -0.20  0.06
H -1.31 3.99 2.30  0.05
H -1.24 0.29 4.89  0.16
H -0.42 0.92 -4.02  0.07
H -1.96 -3.28 1.59  0.15
H 4.67 -1.60 0.10  0.11
H -4.33 3.85 -4.52  0.12
H -2.89 3.78 1.47  0.06
H 0.97 -6.19 0.57  0.12
H -1.08 -4.31 -2.68  0.12
H 2.06 -4.06 1.14  0.11
H -3.63 0.27 3.89  0.15
H 4.13 -1.64 -4.32  0.12
H 0.45 -0.20 -2.94  0.02
H -2.85 -0.44 -3.45  0.06
H 1.39 -1.61 2.87  0.07
H 0.62 1.54 -2.73  0.04
H 0.05 -2.18 -2.16  0.09
H -3.35 1.66 -4.01  0.11
H 2.97 -1.97 4.72  0.12
H -2.74 1.71 3.37  0.14
H 6.24 -1.96 1.96  0.12
H -3.55 -0.42 -1.82  0.07
H 5.39 -2.14 4.27  0.12
H 1.10 3.54 -1.02  0.04
H 0.00 -0.50 3.90  0.12
H 1.14 3.92 0.72  0.06
H -3.85 5.80 -3.08  0.12
H -3.25 -1.64 2.83  0.14
H 0.42 5.06 -0.43  0.07
H 2.81 -2.59 -2.48  0.11
H -1.87 5.19 1.13  0.06
H -2.41 5.56 -1.11  0.11
H -0.63 -6.31 -1.31  0.12
H 4.14 2.18 -2.39  0.12
H -0.45 -2.37 1.84  0.09
H -1.86 -2.01 3.84  0.15
H -2.20 -1.50 -2.21  0.03
H 2.80 1.25 -0.54  0.11
H 4.79 0.74 -4.29  0.12

No. 3
The following is a quantum chemistry calculation of a cluster of 5 separate species, C25H38Cl2N3O15P in total at a distorted geometry, from OMol25.

Its SMILES is CCCOc1c(Cl)ccc2nc(CC(=O)Cl)c(P(N)O)nc12.COC(=O)OC.COC(=O)OC.COC(=O)OC.COC(=O)OC. The value obtained for the orbital gap is 7.70 eV.

Last column: Löwdin charge in e.
Atoms and positions in Å:
Cl 0.62 1.45 -3.37  0.65
Cl -1.47 1.61 5.89  0.65
P -1.09 3.84 -1.82  0.87
O 7.20 0.79 -4.12  0.13
O -2.57 -5.35 1.83  0.01
O -3.90 -7.11 2.36  0.12
O 8.53 2.54 -4.66  0.00
O -0.17 -11.11 5.14  0.12
O -0.45 6.81 -6.39  0.00
O -1.45 8.71 -6.67  0.00
O 3.11 1.29 -2.80  0.01
O 6.39 2.72 -5.00  0.00
O -0.05 4.50 -2.97  -0.41
O -4.70 -5.18 1.49  0.00
O 0.79 -9.62 6.55  0.00
O -2.47 2.69 3.11  -0.09
O -0.77 -8.93 5.21  0.00
O -2.41 7.17 -5.31  0.12
N -1.99 5.24 -1.19  -0.19
N 1.99 2.44 0.86  0.16
N -0.98 3.08 0.79  0.12
C 1.12 2.27 1.92  -0.18
C -3.74 -5.99 1.94  -0.61
C -1.73 -9.19 4.18  -0.04
C -1.53 7.53 -6.05  -0.61
C -6.02 -5.74 1.54  -0.04
C 2.26 3.10 -1.49  -0.09
C -2.54 9.59 -6.39  -0.05
C -0.06 -10.00 5.59  -0.61
C 1.62 -10.66 7.05  -0.05
C 2.14 1.94 -2.54  -0.72
C 0.91 1.53 4.41  -0.07
C -0.40 5.51 -5.80  -0.04
C -4.11 -0.60 1.94  -0.11
C 1.33 2.91 -0.23  -0.20
C -0.14 3.23 -0.28  -0.31
C -3.31 1.51 3.10  -0.22
C 1.68 1.72 3.20  -0.01
C -0.55 1.86 4.38  -0.51
C -1.45 -6.11 2.28  -0.04
C -1.12 2.37 3.15  -0.21
C 5.08 2.17 -4.93  -0.04
C 9.65 1.79 -4.22  -0.05
C -0.31 2.60 1.90  -0.12
C 7.36 1.91 -4.55  -0.61
C -2.87 0.40 2.06  -0.21
H -1.77 6.05 -1.78  0.03
H -3.48 9.15 -6.73  0.10
H -1.26 4.91 -6.12  0.11
H 1.44 1.11 5.30  0.11
H -0.37 5.58 -4.72  0.05
H -1.53 5.48 -0.29  0.02
H -6.71 -4.99 1.15  0.09
H 4.80 1.94 -3.91  0.06
H -2.67 0.86 1.06  0.11
H 5.01 1.27 -5.55  0.10
H 2.77 1.46 3.22  0.11
H 10.54 2.40 -4.36  0.09
H 9.76 0.88 -4.81  0.10
H -6.08 -6.63 0.91  0.10
H 2.16 4.13 -1.94  0.11
H 4.39 2.91 -5.32  0.10
H -1.23 -9.54 3.27  0.10
H -6.30 -5.97 2.57  0.10
H -0.56 -5.50 2.15  0.10
H -2.58 9.82 -5.33  0.10
H -1.55 -6.36 3.34  0.09
H -3.42 1.04 4.12  0.09
H 2.25 -11.07 6.26  0.10
H 0.51 5.02 -6.15  0.10
H -4.48 -0.75 3.00  0.08
H -2.47 -9.92 4.51  0.10
H 0.25 5.40 -2.76  0.06
H -1.34 -7.02 1.68  0.10
H 9.56 1.55 -3.16  0.10
H -2.24 -8.26 3.96  0.06
H -1.99 -0.19 2.45  0.11
H -4.35 1.82 2.78  0.14
H -2.37 10.51 -6.95  0.09
H -3.80 -1.58 1.49  0.07
H 3.34 3.07 -1.14  0.13
H -4.96 -0.13 1.39  0.08
H 2.26 -10.24 7.82  0.09
H 1.01 -11.45 7.50  0.10

No. 4
The following is a quantum chemistry calculation of the ion C4H8ClN2O with charge +1 at a distorted geometry, from OMol25.

Its SMILES is CN(C)C(=O)C(=[NH2+])Cl. The value obtained for the orbital gap is 9.21 eV. Its net charge is +1. The relative energy (zero: lowest compared OMol25 entry of this formula, charge and spin) comes out at 38.2 kcal per mole.

Last column: natural (NBO) charge in e.
Atoms and positions in Å:
Cl -3.14 0.27 1.02  0.25
O -0.87 -1.54 -0.92  -0.50
N -2.34 0.98 -1.25  -0.68
N 0.72 -0.42 0.32  -0.44
C 1.88 -1.21 0.00  -0.43
C -0.49 -0.66 -0.24  0.76
C 1.11 0.72 1.05  -0.40
C -2.03 0.42 -0.12  0.19
H -1.79 1.39 -1.99  0.46
H 2.10 -2.10 0.72  0.24
H 1.80 -1.59 -1.01  0.24
H 1.74 1.33 0.41  0.21
H 1.73 0.54 1.92  0.24
H 0.18 1.32 1.40  0.21
H 2.81 -0.54 -0.06  0.23
H -3.41 1.09 -1.25  0.43

No. 5
The following is a quantum chemistry calculation of a structure of composition C38H38AuN5P2 at a distorted geometry, from OMol25.

The value obtained for the orbital gap is 6.26 eV. Its net charge is +2. The relative energy (zero: lowest compared OMol25 entry of this formula, charge and spin) comes out at 17.9 kcal per mole.

Last column: Löwdin charge in e.
Atoms and positions in Å:
Au 0.24 0.71 0.35  1.00
P 2.49 0.25 1.00  1.02
P -1.74 -1.04 0.37  1.06
N -2.53 4.60 0.70  -0.18
N 0.01 0.42 2.27  -0.17
N -1.02 2.65 0.55  0.13
N 0.44 0.94 -1.69  -0.08
N 0.65 -1.36 -2.02  0.17
C -3.11 5.21 -0.50  -0.01
C -1.06 -3.63 1.09  -0.08
C 3.15 -4.26 0.64  -0.04
C 3.69 2.00 -0.78  -0.08
C 0.50 -0.24 4.32  -0.03
C -2.63 -5.44 1.26  -0.05
C -4.07 1.13 -2.24  -0.07
C 4.80 2.61 -1.35  -0.05
C -1.17 -0.10 2.79  -0.38
C 2.75 -1.53 0.89  -0.36
C -0.89 -0.51 4.06  -0.02
C -3.41 0.72 -1.08  -0.10
C 3.32 -2.05 -0.27  -0.11
C -3.52 -0.95 -3.30  -0.06
C 6.07 2.28 -0.91  -0.04
C -1.73 3.57 0.60  -0.24
C -4.12 0.30 -3.35  -0.06
C -2.89 5.13 2.02  0.00
C 2.38 0.73 2.76  -0.22
C -2.81 -0.53 -1.02  -0.38
C 0.36 2.20 -2.20  -0.15
C -1.34 -4.96 1.40  -0.06
C 0.54 0.09 -3.92  0.01
C 2.36 -2.39 1.92  -0.07
C 6.25 1.33 0.09  -0.04
C -2.87 -1.36 -2.14  -0.11
C 2.57 -3.75 1.79  -0.06
C -3.39 -3.27 0.52  -0.08
C 3.52 -3.41 -0.40  -0.05
C 3.87 1.05 0.22  -0.37
C -3.65 -4.60 0.83  -0.05
C 0.54 -0.12 -2.52  -0.36
C 0.44 1.36 -4.42  -0.02
C -2.36 -0.23 1.90  -0.24
C 5.15 0.70 0.66  -0.07
C 0.36 2.45 -3.54  -0.04
C -2.08 -2.79 0.65  -0.37
C 1.02 0.32 3.20  -0.41
H -4.63 0.62 -4.24  0.11
H -4.55 2.10 -2.27  0.11
H -4.18 -2.63 0.18  0.12
H -2.75 0.75 1.61  0.06
H 1.90 -2.00 2.83  0.10
H -3.16 -0.80 2.36  0.11
H 1.03 -0.41 5.25  0.12
H 3.99 -3.81 -1.29  0.12
H -2.85 -6.47 1.50  0.12
H -0.55 -5.61 1.74  0.11
H -2.87 6.27 -0.52  0.10
H 2.70 2.26 -1.11  0.07
H -3.57 -1.61 -4.15  0.11
H 3.63 -1.38 -1.07  0.11
H -4.66 -4.98 0.73  0.12
H 5.29 -0.05 1.43  0.12
H 0.30 3.47 -3.90  0.12
H 0.80 -1.52 -1.04  0.04
H -1.60 -0.94 4.75  0.11
H 3.33 -5.33 0.55  0.12
H 6.94 2.75 -1.36  0.12
H 0.44 1.51 -5.49  0.13
H 2.53 1.81 2.79  0.11
H 2.29 -4.42 2.60  0.12
H 4.67 3.35 -2.13  0.12
H 7.25 1.07 0.42  0.12
H 0.82 -2.13 -2.65  0.13
H -0.05 -3.25 1.19  0.07
H -4.20 5.08 -0.48  0.10
H -2.35 4.60 2.79  0.10
H 3.19 0.26 3.32  0.11
H -2.63 6.19 2.06  0.10
H -2.42 -2.35 -2.11  0.11
H -3.40 1.38 -0.23  0.07
H 0.30 2.99 -1.48  0.09
H -2.71 4.73 -1.39  0.09
H 0.62 -0.77 -4.57  0.13
H -3.96 5.02 2.18  0.10

No. 6
The following is a quantum chemistry calculation of a structure of composition C11H12Cl3GeKNO5S3, from OMol25.

The value obtained for the orbital gap (spin up / spin down) is 6.09 / 5.34 eV. The spin multiplicity is 2. Its net charge is -2.

Last column: natural (NBO) charge in e.
Atoms and positions in Å:
Ge -2.31 -2.63 -0.47  1.31
K 0.51 0.47 -1.14  0.96
Cl -4.07 -2.51 0.88  -0.52
Cl -3.21 -4.01 -2.23  -0.55
Cl -2.37 -0.62 -1.46  -0.53
S 1.13 0.90 2.03  2.30
S 2.19 2.84 -5.85  -0.34
S 2.32 2.76 -8.87  -0.39
O 0.65 1.92 1.09  -1.05
O 2.02 1.45 3.04  -0.99
O 0.40 -2.16 -0.76  -0.70
O 4.34 3.09 -7.20  -0.55
O -1.03 -2.15 0.94  -0.79
N 1.72 -0.31 1.27  -1.04
C -0.33 0.37 2.90  -0.26
C -2.62 -0.64 4.15  -0.02
C 0.18 -2.04 0.45  0.78
C 1.28 -1.68 1.45  -0.31
C -3.85 -1.25 4.76  -0.63
C 5.15 3.17 -8.36  -0.26
C -1.36 -0.79 4.73  -0.22
C -1.58 0.55 2.32  -0.20
C -2.71 0.05 2.95  -0.20
C -0.23 -0.28 4.12  -0.23
C 2.99 2.90 -7.33  0.01
H -1.27 -1.32 5.67  0.19
H 6.16 3.33 -7.99  0.17
H 4.84 3.99 -9.01  0.18
H 0.75 -0.39 4.58  0.23
H -3.62 -1.71 5.73  0.20
H -4.62 -0.50 4.92  0.21
H 5.10 2.24 -8.94  0.18
H -3.68 0.17 2.47  0.21
H 0.94 -1.92 2.46  0.19
H -4.26 -2.01 4.10  0.23
H -1.66 1.08 1.38  0.23
H 2.12 -2.35 1.21  0.20

Repeat the second record exactly.
The following is a quantum chemistry calculation of a structure of composition C34H40N2O5P3Ta, from OMol25.

The value obtained for the orbital gap is 9.12 eV. Its net charge is +2.

Last column: Löwdin charge in e.
Atoms and positions in Å:
Ta -0.95 0.65 0.75  1.54
P -1.49 0.80 -1.86  0.84
P 1.78 -1.36 0.00  0.88
P -1.04 3.20 0.04  0.85
O -1.84 -1.47 0.58  -0.19
O -0.16 1.76 2.19  -0.30
O -4.98 0.72 1.65  0.17
O 0.22 2.40 4.29  0.17
O -2.93 0.94 0.77  -0.28
N -1.79 -0.12 2.86  -0.21
N 0.60 -0.34 0.38  -0.36
C 3.83 1.14 -2.41  -0.06
C -3.13 2.50 -3.36  -0.06
C -0.19 1.58 3.52  -0.55
C 3.84 -1.01 -3.50  -0.05
C -3.80 0.77 1.78  -0.55
C 0.75 -5.31 -0.01  -0.04
C 4.20 0.33 -3.48  -0.04
C 1.10 -2.97 -0.44  -0.31
C -2.32 2.36 -2.25  -0.37
C 3.08 0.62 -1.37  -0.10
C -0.15 -5.38 -1.07  -0.04
C 4.29 -1.68 1.11  -0.05
C -2.05 3.46 -1.43  -0.37
C 0.56 4.01 -0.20  -0.20
C 2.70 -0.72 -1.40  -0.34
C 4.70 -1.99 3.45  -0.04
C -3.42 4.84 -2.85  -0.03
C -0.08 0.75 -2.99  -0.21
C -2.17 -1.57 2.90  -0.10
C 3.09 -1.54 -2.46  -0.07
C -2.60 4.70 -1.74  -0.06
C 5.17 -1.89 2.16  -0.04
C -2.63 -0.51 -2.39  -0.21
C -3.69 3.74 -3.66  -0.03
C 2.45 -1.69 2.67  -0.09
C -1.53 -2.28 1.73  -0.16
C -0.80 0.24 3.89  -0.06
C 0.22 -3.05 -1.53  -0.12
C 2.92 -1.58 1.36  -0.30
C 1.37 -4.11 0.31  -0.05
C -0.41 -4.24 -1.83  -0.05
C -1.86 4.12 1.37  -0.20
C 3.34 -1.89 3.71  -0.05
C -3.02 0.69 3.09  -0.06
H -1.50 -1.93 -0.20  0.06
H -1.31 3.99 2.30  0.05
H -1.24 0.29 4.89  0.16
H -0.42 0.92 -4.02  0.07
H -1.96 -3.28 1.59  0.15
H 4.67 -1.60 0.10  0.11
H -4.33 3.85 -4.52  0.12
H -2.89 3.78 1.47  0.06
H 0.97 -6.19 0.57  0.12
H -1.08 -4.31 -2.68  0.12
H 2.06 -4.06 1.14  0.11
H -3.63 0.27 3.89  0.15
H 4.13 -1.64 -4.32  0.12
H 0.45 -0.20 -2.94  0.02
H -2.85 -0.44 -3.45  0.06
H 1.39 -1.61 2.87  0.07
H 0.62 1.54 -2.73  0.04
H 0.05 -2.18 -2.16  0.09
H -3.35 1.66 -4.01  0.11
H 2.97 -1.97 4.72  0.12
H -2.74 1.71 3.37  0.14
H 6.24 -1.96 1.96  0.12
H -3.55 -0.42 -1.82  0.07
H 5.39 -2.14 4.27  0.12
H 1.10 3.54 -1.02  0.04
H 0.00 -0.50 3.90  0.12
H 1.14 3.92 0.72  0.06
H -3.85 5.80 -3.08  0.12
H -3.25 -1.64 2.83  0.14
H 0.42 5.06 -0.43  0.07
H 2.81 -2.59 -2.48  0.11
H -1.87 5.19 1.13  0.06
H -2.41 5.56 -1.11  0.11
H -0.63 -6.31 -1.31  0.12
H 4.14 2.18 -2.39  0.12
H -0.45 -2.37 1.84  0.09
H -1.86 -2.01 3.84  0.15
H -2.20 -1.50 -2.21  0.03
H 2.80 1.25 -0.54  0.11
H 4.79 0.74 -4.29  0.12

Copy entry 4 word for word.
The following is a quantum chemistry calculation of the ion C4H8ClN2O with charge +1 at a distorted geometry, from OMol25.

Its SMILES is CN(C)C(=O)C(=[NH2+])Cl. The value obtained for the orbital gap is 9.21 eV. Its net charge is +1. The relative energy (zero: lowest compared OMol25 entry of this formula, charge and spin) comes out at 38.2 kcal per mole.

Last column: natural (NBO) charge in e.
Atoms and positions in Å:
Cl -3.14 0.27 1.02  0.25
O -0.87 -1.54 -0.92  -0.50
N -2.34 0.98 -1.25  -0.68
N 0.72 -0.42 0.32  -0.44
C 1.88 -1.21 0.00  -0.43
C -0.49 -0.66 -0.24  0.76
C 1.11 0.72 1.05  -0.40
C -2.03 0.42 -0.12  0.19
H -1.79 1.39 -1.99  0.46
H 2.10 -2.10 0.72  0.24
H 1.80 -1.59 -1.01  0.24
H 1.74 1.33 0.41  0.21
H 1.73 0.54 1.92  0.24
H 0.18 1.32 1.40  0.21
H 2.81 -0.54 -0.06  0.23
H -3.41 1.09 -1.25  0.43